2 unconnected molecules or ions with the total composition C3H10NS, computed with wB97M-V/def2-TZVPD.

Geometry (Å):
C: 0.26675 3.04218 3.11232
N: -0.07941 2.48263 1.98032
H: 0.79675 4.01083 3.10613
H: -0.01987 2.63278 4.11489
H: -0.61345 1.61795 1.87197
H: 0.34522 2.94282 1.18991
C: 0.60345 -2.39356 -2.42696
C: -0.52203 -1.75509 -1.55588
S: 0.02050 -0.81143 -0.01144
H: 1.33019 -2.89413 -1.86586
H: 1.21406 -1.72357 -3.07567
H: 0.18612 -3.15849 -3.15213
H: -0.91386 -1.14709 -2.27039
H: -1.29046 -2.43826 -1.23049
H: -1.32396 -0.40756 0.21329

Summary:
DFT total energy = -572.9191 a.u.
energy relative to the best compared isomer or geometry (same formula, charge and spin) = 2.178 eV
E_LUMO = -6.0612 eV
multiplicity = 1
net charge = +1
Kohn-Sham gap = 6.24 eV

Here are the Mulliken charges for atoms 1 to 4, given in e:
1. C 0.024
2. N -0.090
3. H 0.259
4. H 0.274



A molecular structure, C37H47AlClF24O17S, computed with wB97M-V/def2-TZVPD.

Geometry (Å):
C: -0.33167 -2.20480 1.88849
C: -1.02606 -2.26138 2.87197
C: -1.86866 -2.10809 4.04724
Al: -3.73596 -2.88316 3.74223
S: -3.65540 -4.35314 1.98278
C: -5.11620 -1.41462 3.35054
C: -4.47394 -0.10561 3.54355
O: -4.32098 0.39051 4.61178
Cl: -3.87253 0.73726 2.06451
H: 0.17822 -1.85014 1.03091
H: -1.89167 -1.04200 4.27133
H: -1.40941 -2.57906 4.91445
H: -4.22319 -3.65762 5.06239
H: -4.33579 -3.69579 1.02452
H: -5.95449 -1.54143 4.02879
H: -5.51181 -1.44551 2.33441
C: -6.16673 3.43755 3.97535
C: -7.54490 3.99773 3.70308
O: -7.48115 5.38770 3.31376
C: -7.18419 5.62542 2.04726
O: -6.96829 4.81068 1.20353
C: -7.19980 7.13734 1.79197
F: -6.55670 7.81693 2.75129
F: -8.45487 7.60559 1.75106
F: -6.61928 7.44310 0.63206
H: -5.64669 4.04598 4.71632
H: -6.23377 2.41515 4.34451
H: -5.55586 3.43543 3.07327
H: -8.14522 3.97121 4.61039
H: -8.07272 3.41834 2.94648
C: -4.03000 9.23116 0.44866
C: -3.30111 9.91168 1.58689
O: -2.50665 8.97122 2.33369
C: -1.32626 8.66736 1.81556
O: -0.87024 9.09742 0.80017
C: -0.58878 7.69777 2.74704
F: -1.38337 6.71443 3.17524
F: -0.12755 8.34411 3.83354
F: 0.45155 7.13457 2.14463
H: -4.61939 8.40051 0.81940
H: -4.68948 9.93538 -0.05785
H: -3.32844 8.82855 -0.28205
H: -4.01748 10.32519 2.29406
H: -2.67968 10.73437 1.23428
C: 2.86124 -4.67111 -3.95167
C: 1.38759 -4.73272 -3.61533
O: 1.05247 -3.73854 -2.62604
C: 0.86805 -2.51475 -3.08940
O: 0.94709 -2.18044 -4.23495
C: 0.50127 -1.55657 -1.94638
F: 1.29603 -1.72758 -0.87915
F: -0.75852 -1.73647 -1.54647
F: 0.61603 -0.28665 -2.32790
H: 3.46375 -4.76320 -3.04760
H: 3.13145 -5.47182 -4.63939
H: 3.11753 -3.71690 -4.41442
H: 1.14803 -5.69311 -3.17618
H: 0.76493 -4.61476 -4.50212
C: 8.93762 -2.12122 -1.43486
C: 8.03974 -1.38971 -2.40928
O: 7.73440 -2.21166 -3.55171
C: 6.76424 -3.09970 -3.37989
O: 6.13790 -3.27318 -2.38098
C: 6.52065 -3.86227 -4.68692
F: 7.66229 -4.25480 -5.26376
F: 5.87163 -3.09339 -5.57798
F: 5.78341 -4.94727 -4.48770
H: 9.83791 -2.47567 -1.93835
H: 9.22586 -1.46307 -0.61612
H: 8.43509 -2.99274 -1.01634
H: 8.54854 -0.51150 -2.80139
H: 7.12142 -1.04947 -1.93244
C: 0.59886 -5.96643 0.77935
C: 1.29555 -5.38348 1.98896
O: 2.00942 -6.41041 2.72198
C: 3.19383 -6.74675 2.25365
O: 3.73511 -6.29251 1.28878
C: 3.82674 -7.80471 3.16724
F: 2.95660 -8.76711 3.49333
F: 4.26046 -7.25000 4.30816
F: 4.87146 -8.39039 2.58242
H: -0.05274 -6.78985 1.07350
H: 0.00011 -5.20337 0.28380
H: 1.32080 -6.36349 0.06275
H: 0.55823 -4.97490 2.67500
H: 1.96952 -4.57373 1.71476
C: 0.02496 6.66168 6.68413
C: 1.24920 7.54360 6.56760
O: 1.43881 8.32702 7.76439
C: 2.02734 7.71145 8.77836
O: 2.41065 6.58175 8.79230
C: 2.19309 8.68970 9.94837
F: 1.07637 9.39307 10.16812
F: 3.17840 9.56356 9.69686
F: 2.49592 8.05111 11.07401
H: -0.85345 7.25999 6.92938
H: -0.15614 6.13509 5.74844
H: 0.14641 5.92415 7.47707
H: 1.11900 8.25636 5.76046
H: 2.14425 6.96257 6.34806
C: -4.27605 -3.85966 -2.55035
C: -4.61395 -5.33186 -2.45499
O: -3.65489 -6.13466 -3.17615
C: -2.52524 -6.37758 -2.52490
O: -2.25228 -5.99066 -1.43394
C: -1.60703 -7.26895 -3.36412
F: -1.53159 -6.85393 -4.63689
F: -2.03612 -8.53728 -3.38890
F: -0.37111 -7.27455 -2.86536
H: -4.18867 -3.55481 -3.59475
H: -5.04856 -3.26058 -2.07001
H: -3.32328 -3.64342 -2.06682
H: -5.57733 -5.52817 -2.92191
H: -4.67904 -5.66044 -1.41784
C: 3.96176 -3.15351 -8.57867
C: 4.11502 -1.73587 -8.07198
O: 4.28005 -0.81106 -9.16544
C: 3.16965 -0.43100 -9.78081
O: 2.06115 -0.78288 -9.51651
C: 3.51133 0.58214 -10.88085
F: 4.56236 0.18597 -11.60906
F: 3.81431 1.77327 -10.34810
F: 2.48835 0.75730 -11.71121
H: 4.80031 -3.42078 -9.22323
H: 3.91939 -3.85235 -7.74397
H: 3.05181 -3.26323 -9.16838
H: 5.01573 -1.65254 -7.46909
H: 3.27413 -1.43984 -7.44566

Summary:
DFT total energy = -6214.9919 a.u.
energy relative to the best compared isomer or geometry (same formula, charge and spin) = 0.000 eV
E_LUMO = 1.7256 eV
multiplicity = 1
net charge = -1
Kohn-Sham gap = 7.17 eV

Here are the Mulliken charges for atoms 1 to 4, given in e:
1. C -0.290
2. C -0.017
3. C -0.914
4. Al 0.085



A molecular structure, C22H26ClInMnNP, computed with wB97M-V/def2-TZVPD.

Geometry (Å):
In: 0.08268 -0.00763 0.27787
Cl: -2.14190 -0.10286 -0.87660
C: 0.59852 -2.02815 -0.33493
H: 1.29886 -2.23087 0.47335
H: 1.05386 -2.00574 -1.30101
H: -0.31333 -2.58523 -0.27223
Mn: -1.03289 1.59924 -2.12508
C: -1.85685 3.35339 -1.51401
C: -1.16908 1.23264 -4.10192
C: 0.78174 1.26238 -1.38397
H: -0.14396 1.11802 -4.48295
H: -1.75693 0.32920 -4.32432
H: -1.64410 2.11810 -4.54386
H: -1.05915 3.94518 -1.04432
H: -2.21514 3.85311 -2.42513
H: -2.68738 3.21276 -0.80454
H: 1.56774 0.68195 -1.93287
H: 1.09173 2.15133 -0.79255
N: 0.12118 0.47888 2.12122
P: 0.90485 -0.23693 3.23523
C: 2.21987 -1.37764 2.61412
C: 3.23104 -0.88278 1.75562
C: 4.22783 -1.73800 1.25654
C: 4.22850 -3.09611 1.60569
C: 3.23199 -3.59532 2.45088
C: 2.23252 -2.74294 2.94654
C: 1.78612 1.05614 4.17928
C: 2.62104 0.71750 5.25716
C: 3.31132 1.70976 5.97110
C: 3.17677 3.05833 5.60583
C: 2.35420 3.40665 4.52743
C: 1.66321 2.41080 3.81402
C: -0.27328 -1.17540 4.28900
C: -1.05173 -2.20837 3.71956
C: -1.95020 -2.95071 4.50579
C: -2.09349 -2.66337 5.86871
C: -1.34372 -1.62723 6.44165
C: -0.44796 -0.88386 5.65346
H: 3.24282 0.17122 1.47456
H: 5.00305 -1.34950 0.60415
H: 4.99895 -3.75776 1.22635
H: 3.23124 -4.64593 2.72970
H: 1.47568 -3.15298 3.60799
H: 2.73786 -0.32555 5.54894
H: 3.94961 1.43510 6.80498
H: 3.71016 3.82487 6.15603
H: 2.24955 4.45041 4.24033
H: 1.03036 2.69549 2.97563
H: -0.94715 -2.45262 2.66242
H: -2.52719 -3.75810 4.06032
H: -2.77909 -3.24069 6.48018
H: -1.45093 -1.40299 7.49865
H: 0.12982 -0.09136 6.12097

Summary:
DFT total energy = -3051.2921 a.u.
E_LUMO (spin up / spin down) = 2.4590 / 2.4617 eV
multiplicity = 5
net charge = -1
Kohn-Sham gap (spin up / spin down) = 5.48 / 6.70 eV

Here are the Mulliken charges for atoms 1 to 4, given in e:
1. In 0.794
2. Cl -0.568
3. C -1.305
4. H 0.276